Computed, not measured: a 2-piece molecular cluster, C3H11N3 overall in a non-equilibrium geometry, with wB97M-V/def2-TZVPD.

Calculated values
Gap between HOMO and LUMO   9.94 eV
Net charge   0
Relative energy (zero: lowest compared OMol25 entry of this formula, charge and spin)   256.4 kJ/mol
E_tot   -285.08018 a.u.
LUMO   0.745 eV

Atoms and positions in Å:
C: 3.647 -2.285 -3.149
N: 3.959 -1.461 -2.211
C: 2.681 -0.748 -1.736
H: 4.458 -2.695 -3.689
H: 2.650 -2.569 -3.522
H: 1.593 -1.208 -1.913
H: 2.814 0.275 -2.262
H: 2.735 -0.665 -0.627
N: -2.969 2.051 3.214
C: -2.336 1.106 2.296
N: -3.113 0.855 1.031
H: -3.507 1.541 3.910
H: -3.451 2.788 2.780
H: -1.444 1.606 1.900
H: -1.912 0.273 2.787
H: -2.645 1.326 0.217
H: -3.160 -0.190 0.971